(A)
{
  "formula": "C6H14O",
  "method": "ωB97M-V/def2-TZVPD",
  "symbols": ["C", "C", "C", "C", "C", "C", "O", "H", "H", "H", "H", "H", "H", "H", "H", "H", "H", "H", "H", "H", "H"],
  "positions_angstrom": [[2.91290, -1.85353, 0.32377], [1.92194, -0.93733, -0.39294], [0.60070, -0.73420, 0.34938], [-0.29518, 0.27727, -0.36462], [-1.56166, 0.65348, 0.39948], [-2.37117, 1.70404, -0.33981], [-3.51575, 2.01635, 0.43184], [3.92269, -1.73351, -0.08311], [2.63715, -2.90878, 0.22272], [2.95986, -1.62434, 1.39492], [2.38272, 0.04824, -0.54351], [1.71671, -1.33082, -1.39817], [0.07321, -1.69239, 0.46248], [0.81135, -0.37867, 1.36879], [-0.56649, -0.11641, -1.35519], [0.29155, 1.18948, -0.55081], [-2.19401, -0.22885, 0.56319], [-1.30407, 1.04738, 1.39110], [-1.74643, 2.59890, -0.50264], [-2.65446, 1.31989, -1.33412], [-4.02153, 2.68380, -0.04274]],
  "smiles": "CCCCCCO",
  "multiplicity": 1,
  "homo_ha": -0.37843,
  "molar_mass_g_mol": 102.18
}



(B)
{
  "formula": "C6H14O",
  "method": "ωB97M-V/def2-TZVPD",
  "symbols": ["C", "C", "C", "C", "C", "C", "H", "H", "H", "H", "H", "H", "H", "H", "H", "H", "H", "H", "O", "H", "H"],
  "positions_angstrom": [[0.01574, -1.72584, -1.80779], [0.35341, -0.46253, -1.09039], [0.92304, -0.34889, 0.10678], [1.41382, -1.49312, 0.96426], [1.03658, 1.04014, 0.71236], [2.50358, 1.39740, 1.01389], [-1.04692, -1.99831, -1.76938], [0.11190, -1.61296, -2.89236], [0.58916, -2.56045, -1.45986], [0.08701, 0.45060, -1.61781], [0.55212, -2.06317, 1.31388], [1.91184, -1.00742, 1.79868], [2.08972, -2.25054, 0.56776], [0.45499, 1.18226, 1.62402], [0.69029, 1.72386, -0.06016], [2.49171, 2.39535, 1.46897], [3.07357, 1.54618, 0.11498], [3.00864, 0.78215, 1.75521], [-6.86481, 1.52734, -0.58668], [-7.31713, 2.19248, -0.06421], [-6.07826, 1.28547, -0.09213]],
  "smiles": "C/C=C(\\C)CC.O",
  "multiplicity": 1,
  "homo_ha": -0.32224,
  "molar_mass_g_mol": 102.18
}



(C)
{
  "formula": "C6H14O",
  "method": "ωB97M-V/def2-TZVPD",
  "symbols": ["C", "C", "C", "C", "C", "C", "H", "H", "H", "H", "H", "H", "H", "H", "H", "H", "H", "H", "O", "H", "H"],
  "positions_angstrom": [[-0.20235, 1.45767, -0.18019], [0.36203, 0.10648, -0.08988], [1.51132, -0.17061, 0.48321], [2.53846, 0.80472, 0.84807], [1.87466, -1.57901, 0.72752], [0.68678, -1.92197, 1.73430], [-1.32621, 1.47573, -0.64854], [0.31047, 2.14524, -0.80856], [-0.40941, 1.99579, 0.68217], [-0.43043, -0.60964, -0.25554], [2.82094, 1.63101, 0.20273], [2.44526, 1.28222, 1.86812], [3.58224, 0.39610, 0.97420], [1.75076, -2.14764, -0.31613], [2.80254, -1.90089, 1.13452], [0.86110, -1.77273, 2.82684], [-0.24266, -1.45687, 1.50224], [0.33767, -3.04508, 1.74788], [-5.39303, 1.00371, -3.11292], [-5.30455, 0.30506, -2.36691], [-4.67894, 1.48833, -2.77788]],
  "smiles": "C/C=C(\\C)CC.O",
  "multiplicity": 1,
  "homo_ha": -0.32122,
  "molar_mass_g_mol": 102.18
}



Energies, relative to the best one, in kJ/mol: (A) 0.0; (B) 71.8; (C) 256.5.